P.
Entry from OMol25: a cluster of 2 separate species, C3H10N2O in total (ωB97M-V/def2-TZVPD).

LUMO = 0.93 eV
SMILES = CC=O.NCN
charge = 0
HOMO level = -9.15 eV

Last columns: bonded neighbours and bond lengths (Å).
Positions of all 16 atoms, in Å:
1 O 2.183 0.089 0.936  C2 1.208
2 C 1.717 0.699 0.003  O1 1.208, C3 1.489, H4 1.106
3 C 1.651 2.187 0.009  C2 1.489, H5 1.086, H6 1.091, H7 1.100
4 H 1.407 0.089 -0.865  C2 1.106
5 H 2.039 2.742 -0.840  C3 1.086
6 H 0.706 2.599 0.363  C3 1.091
7 H 2.352 2.531 0.784  C3 1.100
8 N -1.287 -1.658 -1.153  C9 1.482, H11 1.012, H12 1.015
9 C -1.716 -0.977 0.092  N8 1.482, N10 1.431, H13 1.087, H14 1.086
10 N -0.797 -1.057 1.186  C9 1.431, H15 1.009, H16 1.010
11 H -2.007 -2.310 -1.437  N8 1.012
12 H -1.175 -1.026 -1.940  N8 1.015
13 H -2.647 -1.463 0.374  C9 1.087
14 H -1.927 0.079 -0.050  C9 1.086
15 H -0.555 -1.989 1.485  N10 1.009
16 H 0.057 -0.534 1.053  N10 1.010

***

Q.
Entry from OMol25: a cluster of 2 separate species, C3H10N2O in total (ωB97M-V/def2-TZVPD).

LUMO = 0.69 eV
SMILES = [H]/N=C/NCC.O
charge = 0
HOMO level = -8.87 eV

Last columns: bonded neighbours and bond lengths (Å).
Positions of all 16 atoms, in Å:
1 C 1.350 0.759 -1.423  C2 1.537, H6 1.084, H7 1.090, H8 1.096
2 C 0.058 0.695 -0.593  C1 1.537, N3 1.473, H9 1.097, H10 1.080
3 N 0.445 0.722 0.828  C2 1.473, C4 1.365, H11 1.011
4 C -0.155 -0.014 1.808  N3 1.365, N5 1.271, H12 1.097
5 N 0.389 -0.125 2.952  C4 1.271, H13 1.009
6 H 2.003 1.607 -1.253  C1 1.084
7 H 1.099 0.674 -2.480  C1 1.090
8 H 1.917 -0.135 -1.138  C1 1.096
9 H -0.450 1.660 -0.715  C2 1.097
10 H -0.617 -0.079 -0.927  C2 1.080
11 H 1.409 0.954 1.020  N3 1.011
12 H -1.024 -0.597 1.477  C4 1.097
13 H -0.174 -0.585 3.651  N5 1.009
14 H -1.915 -1.391 -0.425  O16 0.961
15 H -1.884 -2.328 -1.686  O16 0.963
16 O -2.451 -1.818 -1.098  H14 0.961, H15 0.963

***

R.
Entry from OMol25: a cluster of 2 separate species, C3H10N2O in total (ωB97M-V/def2-TZVPD).

LUMO = 0.88 eV
SMILES = NC=O.CNC
charge = 0
HOMO level = -8.27 eV

Last columns: bonded neighbours and bond lengths (Å).
Positions of all 16 atoms, in Å:
1 C -0.003 2.670 0.820  N2 1.437, H4 1.075, H5 1.105, H6 1.098
2 N -0.150 1.582 -0.107  C1 1.437, C3 1.421, H7 1.001
3 C -1.345 1.442 -0.864  N2 1.421, H8 1.100, H9 1.094, H10 1.092
4 H -0.828 3.358 0.761  C1 1.075
5 H 0.093 2.323 1.865  C1 1.105
6 H 0.971 3.162 0.701  C1 1.098
7 H 0.678 1.255 -0.565  N2 1.001
8 H -1.666 2.313 -1.452  C3 1.100
9 H -2.211 1.191 -0.243  C3 1.094
10 H -1.291 0.611 -1.571  C3 1.092
11 C 0.763 -2.371 0.266  N12 1.369, O13 1.206, H14 1.112
12 N -0.460 -1.779 0.433  C11 1.369, H15 0.997, H16 0.997
13 O 1.500 -2.184 -0.670  C11 1.206
14 H 0.954 -3.045 1.129  C11 1.112
15 H -0.922 -1.979 1.294  N12 0.997
16 H -0.814 -1.311 -0.372  N12 0.997

***

Question: of the structures shown, which is the least stable? Reply: P.